1.
Below is a molecular structure, C8H13NPSn in a non-equilibrium geometry, with properties calculated with the ωB97M-V functional and the def2-TZVPD basis.

```
24
Properties=species:S:1:pos:R:3:forces:R:3:lowdin_charge:R:1
C -0.093 -1.943 -1.044 0.1 1.3 1.3 -0.307
C 0.226 -1.986 -2.375 0.2 -0.5 -1.5 -0.239
C 0.436 -0.921 -3.288 -0.2 0.4 0.5 -0.116
C 0.339 0.481 -3.043 0.2 -0.5 -0.9 -0.227
C 0.075 1.139 -1.858 -0.2 0.0 1.2 -0.267
Sn 0.078 -0.058 -0.166 0.1 -0.8 -1.8 1.057
P -0.004 -1.339 2.230 -0.2 0.4 -0.1 0.706
H -0.287 -2.796 -0.397 0.2 -0.2 -0.6 0.000
H 0.321 -2.991 -2.840 -0.2 0.6 0.3 0.117
H 0.661 -1.207 -4.325 -0.1 0.1 0.6 0.110
H -0.064 2.224 -1.757 0.4 -0.5 -0.4 0.030
H 0.490 1.103 -3.951 -0.2 -0.3 0.7 0.116
H 1.122 -0.983 3.063 -0.9 -0.5 -0.2 -0.070
H 0.058 -2.760 1.979 0.0 0.9 0.5 -0.061
H -1.216 -1.079 2.976 1.0 -0.5 -0.1 -0.073
C -1.062 3.266 4.245 -0.4 -0.4 0.0 -0.074
C 0.037 3.474 3.174 0.2 1.2 1.2 -0.196
C -0.046 2.503 2.138 -0.2 -2.2 -2.9 -0.131
N -0.126 1.735 1.260 0.1 1.6 2.4 0.066
H -2.067 3.306 3.785 0.5 0.0 0.2 0.092
H -1.003 4.040 5.018 0.1 -0.2 -0.3 0.087
H -0.952 2.277 4.728 0.0 0.5 -0.2 0.085
H -0.059 4.480 2.709 0.2 -0.6 0.2 0.149
H 1.048 3.397 3.636 -0.6 0.1 -0.4 0.146
```
Forces are in eV/Å.

Values from the calculation:
- 2S+1: 1
- Charge: +1
- Maximum force: 0.0702 Eh/bohr
- E_HOMO: -10.63 eV
- LUMO level: -4.0264 eV
- Frontier orbital gap: 6.60 eV


2.
Below is a single C6H9NO molecule in a non-equilibrium geometry, with properties calculated with the ωB97M-V functional and the def2-TZVPD basis.

```
17
Properties=species:S:1:pos:R:3:forces:R:3:lowdin_charge:R:1
C 0.963 1.722 -0.351 2.7 0.1 -4.1 -0.017
C 0.416 0.455 0.067 -1.1 -0.4 1.6 -0.642
C -0.372 -0.380 -0.921 0.6 2.0 -5.5 -0.031
C -1.501 -0.275 -0.003 -1.6 0.1 1.9 -0.464
C 1.331 -0.466 0.607 0.3 0.8 7.7 -0.259
C 2.086 -1.190 -0.046 9.2 -6.6 -6.3 -0.076
H 1.351 2.431 0.301 0.9 0.6 2.1 0.058
H 1.900 1.306 -0.991 -1.9 1.6 1.0 0.152
H 0.367 2.374 -0.994 -0.5 -0.6 -0.3 0.086
H 0.166 -1.391 -1.371 -2.0 2.9 1.2 0.175
H -0.683 0.539 -1.782 0.7 -3.3 1.6 0.204
H -1.163 0.845 1.876 1.9 -0.6 -2.3 0.195
H 1.294 -0.633 1.830 0.3 0.6 -3.3 0.188
H 2.439 -1.295 -1.268 -2.2 1.2 3.0 0.146
H 2.977 -1.917 0.265 -2.5 1.5 0.7 0.098
N -0.669 0.347 1.036 -6.2 -0.1 0.1 0.120
O -2.687 -0.486 -0.155 1.4 0.2 0.9 0.068
```
Forces are in eV/Å.

Values from the calculation:
- 2S+1: 1
- Energy relative to the best compared isomer or geometry (same formula, charge and spin): 5.3654 eV
- Charge: 0
- Maximum force: 0.2527 Eh/bohr
- E_HOMO: -9.59 eV
- SMILES: C=C[C@@]1(C)CC(=O)N1
- LUMO level: 0.7997 eV
- Frontier orbital gap: 10.39 eV


3.
Below is a single C6H10 molecule, with properties calculated with the ωB97M-V functional and the def2-TZVPD basis.

```
16
Properties=species:S:1:pos:R:3:forces:R:3:lowdin_charge:R:1
C -1.346 0.361 0.804 0.0 0.0 0.2 -0.098
C -1.774 -0.096 -0.569 -0.1 0.0 -0.2 -0.081
C -0.327 -0.045 -0.220 -0.1 0.0 0.0 -0.458
C 0.695 -1.164 -0.049 -0.1 -0.2 0.1 -0.123
C 1.677 -0.047 0.362 0.2 0.0 0.1 -0.163
C 0.830 0.916 -0.508 0.0 0.2 -0.1 -0.118
H -1.578 -0.261 1.665 0.1 0.0 -0.2 0.101
H -1.392 1.431 1.005 0.0 -0.2 0.0 0.101
H -2.220 0.615 -1.258 0.1 0.0 0.1 0.098
H -2.206 -1.094 -0.609 0.1 0.2 -0.1 0.101
H 0.979 -1.558 -1.035 -0.1 0.0 0.2 0.112
H 0.491 -2.001 0.626 0.0 0.2 0.0 0.108
H 2.744 -0.163 0.157 -0.2 0.0 -0.1 0.098
H 1.527 0.186 1.421 0.1 0.0 -0.1 0.108
H 1.159 0.884 -1.554 -0.1 0.0 0.1 0.109
H 0.718 1.958 -0.190 0.0 -0.2 0.0 0.105
```
Forces are in eV/Å.

Values from the calculation:
- 2S+1: 1
- Energy relative to the best compared isomer or geometry (same formula, charge and spin): 1.4303 eV
- Charge: 0
- Maximum force: 0.0046 Eh/bohr
- E_HOMO: -9.87 eV
- SMILES: C1CC2(C1)CC2
- LUMO level: 1.2106 eV
- Frontier orbital gap: 11.08 eV